54
Properties=species:S:1:pos:R:3 method="wB97M-V/def2-TZVPD" lumo_energy_ev=0.5617 largest_force_ev_per_a=0.97 multiplicity=1 total_energy_ev=-36891.041 gap_ev=8.69 total_charge=0
C 5.2627 -7.0216 -2.3107
C 4.2426 -6.1059 -2.9689
O 3.6008 -5.3736 -1.9444
C 2.6366 -4.4767 -2.2761
C 2.2096 -4.2012 -3.5711
C 1.2144 -3.2639 -3.7843
C 0.6265 -2.5884 -2.7226
C 1.0575 -2.8568 -1.4254
C 2.0477 -3.7896 -1.2124
H 2.3905 -4.0043 -0.2133
H 0.6199 -2.3346 -0.5919
N -0.3715 -1.6421 -3.0171
C -1.2096 -1.0061 -2.1664
O -1.2430 -1.1890 -0.9650
C -2.1410 -0.0285 -2.8783
H -2.7636 -0.6007 -3.5715
H -1.5460 0.6764 -3.4642
C -3.0434 0.7333 -1.9017
C -2.2892 1.8543 -1.2071
O -2.3882 3.0304 -1.5057
N -1.5057 1.4328 -0.1947
N -0.6987 2.3480 0.4712
C 0.3991 1.9776 1.1521
O 0.7589 0.8254 1.2818
C 1.1525 3.1643 1.7600
O 0.3638 4.3107 1.9535
C -0.5921 4.2815 2.9406
C -0.9200 3.1654 3.6961
C -1.9055 3.2595 4.6663
C -2.5804 4.4462 4.9013
C -2.2457 5.5562 4.1307
C -1.2667 5.4804 3.1640
H -1.0036 6.3386 2.5660
H -2.7606 6.4917 4.2941
C -3.6458 4.5468 5.9509
H -3.3802 5.3010 6.6907
H -3.7824 3.5956 6.4587
H -4.5941 4.8409 5.5025
H -2.1490 2.3813 5.2467
H -0.4278 2.2182 3.5404
H 1.9362 3.4647 1.0565
H 1.6337 2.8345 2.6891
H -0.9411 3.3144 0.2792
H -1.2856 0.4477 -0.0351
H -3.8708 1.1858 -2.4483
H -3.4344 0.0393 -1.1571
H -0.4810 -1.4481 -4.0034
H 0.8938 -3.0579 -4.7966
H 2.6406 -4.7049 -4.4217
H 4.7435 -5.4199 -3.6667
H 3.5052 -6.6992 -3.5281
H 5.9864 -6.4308 -1.7562
H 5.7804 -7.6043 -3.0672
H 4.7638 -7.6947 -1.6192


54
Properties=species:S:1:pos:R:3 method="wB97M-V/def2-TZVPD" lumo_energy_ev=-0.0915 largest_force_ev_per_a=0.26 multiplicity=1 total_energy_ev=-36891.410 gap_ev=9.23 total_charge=0
C -4.0388 -0.6701 1.3280
C -2.7891 -1.0089 2.0884
C -1.5402 -0.6511 1.6028
C -0.4014 -0.9843 2.3221
C 0.9632 -0.6899 1.7439
O 1.7120 -1.5713 1.3623
N 1.2381 0.6272 1.6136
C 2.4465 1.1191 0.9850
C 2.6812 0.6091 -0.4418
C 3.6885 1.4598 -1.2248
C 4.9829 1.6806 -0.4500
C 3.9810 0.7595 -2.5548
C 2.7128 0.4081 -3.3253
C 1.7222 -0.3505 -2.4462
N 1.4555 0.4209 -1.2304
C 0.4496 1.3373 -1.1877
O 0.5204 2.3993 -0.5834
C -0.8318 0.9522 -1.8621
C -1.3469 -0.3889 -1.9326
C -2.5560 -0.6272 -2.4696
C -3.3707 0.4499 -3.0031
O -4.4512 0.3613 -3.5079
O -2.8129 1.7295 -2.8910
C -1.6154 1.9372 -2.3337
N -0.4369 -1.6357 3.4778
C -1.6359 -1.9668 3.9526
C -2.8339 -1.6910 3.3044
C -4.1556 -2.1094 3.8847
O -3.9526 -2.7509 5.1300
H -4.6932 -0.0217 1.9147
H -3.8020 -0.1583 0.3963
H -4.6102 -1.5685 1.0849
H -1.4561 -0.1031 0.6726
H 0.5285 1.2962 1.8580
H 2.3936 2.2043 0.9956
H 3.3083 0.8065 1.5779
H 3.0914 -0.4005 -0.3470
H 3.2144 2.4283 -1.4226
H 5.4177 0.7248 -0.1449
H 5.7154 2.1934 -1.0753
H 4.8329 2.2841 0.4449
H 4.6334 1.3863 -3.1672
H 4.5392 -0.1600 -2.3407
H 2.2277 1.3239 -3.6792
H 2.9517 -0.1907 -4.2069
H 0.8018 -0.5274 -2.9953
H 2.1270 -1.3206 -2.1455
H -0.7635 -1.2019 -1.5161
H -2.9868 -1.6160 -2.5231
H -1.3442 2.9829 -2.2932
H -1.6509 -2.4860 4.9013
H -4.7943 -1.2250 4.0027
H -4.6617 -2.7810 3.1794
H -4.8051 -3.0252 5.4772


57
Properties=species:S:1:pos:R:3 method="wB97M-V/def2-TZVPD" lumo_energy_ev="-14.9558 / -15.0459" largest_force_ev_per_a=4.99 multiplicity=1 total_energy_ev=-73747.686 gap_ev="5.11 / 5.01" total_charge=+4
V 0.1362 0.0380 0.3748
C -2.9916 -3.0479 0.3764
C -1.9956 -2.0028 0.6736
N -1.5531 -1.1056 -0.1674
N -2.1666 -0.9131 -1.3669
C -1.7771 0.0870 -2.1873
N -2.4777 0.4221 -3.2432
S -0.3054 0.8916 -1.7877
C -1.3946 -1.8548 1.9975
C -1.8348 -2.4612 3.1745
C -1.2446 -2.0902 4.3796
C -0.1918 -1.1832 4.3756
C 0.2089 -0.6376 3.1569
N -0.3925 -0.9547 2.0204
H -3.0673 -3.2751 -0.6852
H -3.9897 -2.7863 0.7445
H -2.7323 -3.9747 0.8929
H -3.0572 -1.3880 -1.5454
H -3.3735 0.0101 -3.4921
H -2.1835 1.1878 -3.8416
H -2.6284 -3.1938 3.1604
H -1.6056 -2.5025 5.3145
H 0.3177 -0.8981 5.2879
H 1.0355 0.0774 3.1169
C 5.2380 -2.9407 -1.7802
N 4.2002 -2.6260 -0.8495
N 3.1842 -1.7955 -1.1232
C 2.3414 -1.7647 -0.0296
O 1.2938 -1.0369 0.0215
C 2.9125 -2.6055 0.9510
C 4.0739 -3.1368 0.4010
C 5.0190 -4.1020 0.9703
C 2.9877 -1.1157 -2.3440
C 1.7943 -1.3512 -3.0317
C 1.6304 -0.7932 -4.2850
C 2.6236 0.0215 -4.8256
C 3.7864 0.2870 -4.1110
C 3.9778 -0.2815 -2.8654
H 4.9869 -2.5964 -2.7815
H 5.4018 -4.0209 -1.7981
H 6.1829 -2.4762 -1.4862
H 2.5306 -2.7948 1.9372
H 4.8771 -4.1943 2.0431
H 6.0544 -3.8296 0.7743
H 4.8735 -5.0909 0.5303
H 1.0715 -2.0444 -2.6191
H 0.7588 -1.0339 -4.8756
H 2.5002 0.4354 -5.8144
H 4.5477 0.9323 -4.5243
H 4.8781 -0.0755 -2.3075
C 0.4572 3.3420 1.8047
C 0.2316 2.1088 1.0410
O 1.1448 1.5885 0.3157
O -0.8442 1.4478 1.0506
H 0.4805 4.1832 1.0955
H 1.4404 3.3494 2.2838
H -0.3382 3.5185 2.5287


66
Properties=species:S:1:pos:R:3 method="wB97M-V/def2-TZVPD" lumo_energy_ev=-0.3278 largest_force_ev_per_a=4.72 multiplicity=1 total_energy_ev=-673725.073 gap_ev=9.20 total_charge=0
C -1.4007 -2.1871 4.7162
C 0.0716 -1.8687 4.5572
C 0.2628 -0.3580 4.1648
O 0.6198 0.2563 5.4014
C 0.8387 -0.6781 6.3542
O 1.2298 -0.4471 7.4024
O 0.6717 -1.9381 5.8667
H -1.9740 -2.2186 3.7831
H -1.8571 -1.4512 5.3869
H -1.6185 -3.1689 5.1521
H 0.5615 -2.4996 3.8224
H -0.6746 -0.0283 3.7330
H 1.1151 -0.2753 3.4934
C -2.0172 3.2811 1.7213
C -0.7279 3.8858 1.3199
C -0.8692 5.0848 0.3949
O -0.6095 6.2421 1.2291
C -0.0877 5.8260 2.4025
O 0.3107 6.5097 3.2649
O -0.1072 4.4721 2.4870
H -2.7132 4.0984 1.9477
H -1.8556 2.7262 2.6443
H -2.5007 2.6559 0.9759
H -0.0870 3.1387 0.8519
H -1.9284 5.1744 0.1287
H -0.2935 5.1627 -0.5203
C -0.1871 5.4626 -5.7648
C 0.2920 4.1873 -5.1228
C 1.5033 4.4042 -4.1571
O 1.0497 3.8765 -2.9217
C -0.2171 3.3969 -3.0394
O -0.8208 2.9149 -2.1710
O -0.7251 3.6606 -4.2695
H -0.3124 6.2845 -5.0569
H -1.1389 5.3695 -6.2952
H 0.5006 5.8032 -6.5483
H 0.6435 3.5266 -5.9189
H 1.7950 5.4355 -3.9426
H 2.4056 3.9526 -4.5756
F 0.1767 -0.1988 1.7473
C 0.2503 -0.8155 0.5524
C 0.1378 -0.0460 -0.5869
C 0.1749 -0.6838 -1.8097
C 0.2423 -2.0625 -1.8825
C 0.3954 -2.7880 -0.7244
C 0.4073 -2.1717 0.5133
H -0.0317 1.0201 -0.5008
H 0.0230 -0.1344 -2.7323
H 0.2244 -2.5362 -2.8543
H 0.5061 -3.8645 -0.7238
H 0.4785 -2.7574 1.4164
C 1.1306 -7.5315 -0.6596
Br 2.3101 -6.1113 -0.1333
Br 2.0226 -8.7237 -1.8700
Br -0.4725 -6.8337 -1.4159
H 0.9253 -8.1097 0.2252
C -0.9548 -3.4818 -5.8063
Br -2.6495 -3.0905 -4.9886
Br 0.0634 -4.6780 -4.6746
Br 0.0062 -1.8533 -6.1284
H -1.0963 -4.0033 -6.7362
C 1.4285 -5.5833 3.3197
Br -0.2799 -5.0534 2.5805
Br 1.6669 -7.4820 3.0920
Br 1.5667 -5.0010 5.1335
H 2.2001 -5.0946 2.7489